Entry 1:
This record from OMol25 describes a gas-phase ion, C4H5N2S2 (charge -1) in a non-equilibrium geometry. The level of theory is ωB97M-V with the def2-TZVPD basis set.

Geometry as XYZ:
```
13
C4H5N2S2 | OMol25 | ωB97M-V with the def2-TZVPD basis set
S 1.4078 1.0466 -0.8636
S 4.0508 -0.2286 0.0701
N -0.1596 0.6450 -0.4465
N -0.9442 1.0516 0.5318
C -0.6665 -0.4286 -1.1170
C 2.5698 0.1359 0.6859
C -1.9037 -0.7413 -0.5805
C -2.0021 0.2597 0.4756
H 2.5060 0.9933 1.4943
H -2.5812 -1.4648 -0.9955
H -0.0829 -0.8583 -1.8228
H -2.7674 0.3349 1.2143
H 1.9275 -0.7421 1.0614
```

Kohn-Sham gap, eV: 6.7
LUMO level, hartree: 0.1335
Structure (SMILES): [S-]CSn1cccn1
Charge: -1
ΔE to the lowest compared entry with this formula, charge and spin, kcal per mole: 21.9

=====

Entry 2:
This record from OMol25 describes a gas-phase ion, C2H3IN (charge +1) in a non-equilibrium geometry. The level of theory is ωB97M-V with the def2-TZVPD basis set.

Geometry as XYZ:
```
7
C2H3IN | OMol25 | ωB97M-V with the def2-TZVPD basis set
I 2.8088 0.1433 0.0594
N -0.1864 -0.0653 -0.0477
C 0.9853 -0.7677 -0.0615
C -1.1902 0.6347 0.0435
H 0.8967 -1.8413 -0.1531
H -1.6437 0.8621 1.0090
H -1.6705 1.0341 -0.8495
```

Kohn-Sham gap, eV: 9.3
LUMO level, hartree: -0.2109
Structure (SMILES): C=[N+]=CI
Charge: +1
ΔE to the lowest compared entry with this formula, charge and spin, kcal per mole: 9.1